No. 1
The following is a quantum chemistry calculation of a structure of composition C12H27BF2MnOS4SbSi3, from the Open Molecules 2025 dataset.

Each line ends with the Löwdin spin population.
CARTESIAN COORDINATES (ANGSTROEM)
Mn: 1.3066 1.0619 2.3000  4.671
O: -1.0178 -0.9061 8.4115  -0.001
C: -0.6409 -0.5823 7.3089  0.001
S: -1.2480 0.8135 6.4209  0.003
C: -0.2720 0.6215 4.9656  0.016
C: 0.5663 -0.4318 4.9457  0.015
S: 1.6778 -0.9315 3.6815  0.066
S: 0.5681 -1.4616 6.3755  0.003
S: -0.5393 1.8411 3.7344  0.068
C: -2.0604 -2.8766 0.2626  0.001
Si: -2.0969 -1.2857 -0.7340  0.014
C: -3.6525 -0.3494 -0.2483  0.001
C: -2.2282 -1.7353 -2.5534  0.005
Sb: -0.1076 0.1380 -0.0392  0.047
Si: -0.3433 2.1022 -1.6509  0.006
C: -1.7599 3.1269 -0.9624  0.001
C: 1.2142 3.1403 -1.6330  0.002
C: -0.7421 1.6480 -3.4376  0.002
Si: 1.7852 -1.2720 -1.0407  0.006
C: 1.8544 -2.8384 -0.0132  0.001
C: 3.4075 -0.3587 -0.8375  0.006
C: 1.5862 -1.7155 -2.8633  0.001
H: -3.0420 -3.3562 0.2104  0.000
H: -1.8280 -2.6841 1.3114  0.000
H: -1.3216 -3.5844 -0.1168  0.000
H: -4.5120 -1.0249 -0.2761  0.000
H: -3.8578 0.4832 -0.9247  0.000
H: -3.5673 0.0554 0.7618  0.000
H: -3.1341 -2.3384 -2.6714  0.001
H: -1.3811 -2.3268 -2.9015  0.000
H: -2.3166 -0.8609 -3.1986  0.000
H: -1.6250 3.2993 0.1076  0.000
H: -2.7248 2.6354 -1.0990  0.000
H: -1.7995 4.1005 -1.4594  0.000
H: 1.4962 3.4215 -0.6174  0.002
H: 1.0347 4.0517 -2.2108  0.000
H: 2.0674 2.6173 -2.0692  0.000
H: -1.8022 1.4199 -3.5637  0.000
H: -0.1697 0.7898 -3.7895  0.000
H: -0.5044 2.4982 -4.0833  0.000
H: 1.9572 -2.5928 1.0471  0.001
H: 2.7225 -3.4336 -0.3124  0.000
H: 0.9636 -3.4580 -0.1246  0.000
H: 3.5259 0.0328 0.1745  0.007
H: 3.4919 0.4903 -1.5189  0.000
H: 4.2311 -1.0504 -1.0375  0.000
H: 0.9225 -2.5710 -3.0007  0.000
H: 2.5641 -1.9839 -3.2734  0.000
H: 1.1929 -0.8859 -3.4506  0.000
F: 3.8348 2.9638 0.8482  0.002
B: 3.0195 2.5031 1.8175  0.039
F: 3.3046 3.0405 3.0280  0.012

Values from the calculation:
multiplicity = 6
net charge = -1
energy above the lowest of the compared OMol25 structures with the same formula, charge and spin = 8.8 kJ/mol

No. 2
The following is a quantum chemistry calculation of a structure of composition C18H50O15S7 at a distorted geometry, from the Open Molecules 2025 dataset.

Each line ends with the Mulliken charge.
CARTESIAN COORDINATES (ANGSTROEM)
O: 2.7044 1.1788 -5.4368  -0.661
S: 2.3225 0.7391 -4.1040  1.017
O: 3.2550 0.0042 -3.2235  -0.550
O: 1.7674 2.1217 -3.2298  -0.587
C: 1.3645 1.9134 -1.9090  1.672
C: 0.1294 2.7459 -1.8700  -1.279
C: 0.6926 -0.1804 -4.2453  -0.595
H: 2.0889 2.2201 -1.1545  0.084
H: 1.1940 0.8526 -1.7251  -0.115
H: -0.1930 2.6590 -0.8324  0.248
H: -0.7960 2.3538 -2.2918  0.595
H: 0.2808 3.8124 -2.0363  0.441
H: 0.7859 -1.0601 -3.6086  0.262
H: 0.6163 -0.4338 -5.3027  0.582
H: -0.0591 0.5594 -3.9699  0.006
O: -4.7430 2.5688 1.6332  -0.759
S: -3.3329 2.2662 1.5217  1.180
O: -2.8836 0.8740 1.4563  -0.587
O: -2.6661 3.0315 0.1717  -0.399
C: -2.8681 2.3650 -1.0892  1.027
C: -4.1832 2.8270 -1.7750  -1.982
C: -2.4086 3.1246 2.8291  -0.736
H: -2.7377 1.2843 -1.1460  -1.042
H: -1.9957 2.6347 -1.6845  0.277
H: -4.9965 2.5182 -1.1184  0.506
H: -4.4866 2.3883 -2.7256  0.427
H: -4.1699 3.9071 -1.9213  0.430
H: -2.7230 4.1567 2.6737  0.412
H: -1.3709 2.8956 2.5867  0.024
H: -2.6957 2.8057 3.8310  0.379
O: -0.6985 1.9173 0.5880  -0.690
S: -0.5310 0.6452 -0.1311  0.429
O: -0.8290 0.6621 -1.5626  -0.620
O: 0.9941 0.0793 0.0811  0.691
C: 1.3358 -1.1356 -0.5705  -2.079
C: 2.7994 -1.2709 -0.7913  0.228
C: -1.5124 -0.6800 0.7625  -2.284
H: 0.7228 -1.2045 -1.4691  0.606
H: 1.0228 -1.9889 0.0312  0.896
H: 3.1740 -0.3720 -1.2809  0.164
H: 3.1587 -2.1517 -1.3235  0.266
H: 3.3700 -1.4135 0.1265  -0.447
H: -1.2438 -1.6297 0.2998  0.770
H: -2.5162 -0.3960 0.4464  -0.008
H: -1.3927 -0.6538 1.8456  1.429
O: -4.5144 -3.5964 0.2260  -0.737
S: -3.3252 -2.7793 0.1725  1.216
O: -1.9315 -3.2861 0.1525  -0.627
O: -3.4902 -1.5890 -0.9870  -0.109
C: -4.7326 -1.1477 -1.3063  -0.671
C: -4.4511 0.1475 -1.9901  -0.719
C: -3.5121 -1.5932 1.6214  -1.349
H: -5.4239 -1.0275 -0.4722  0.312
H: -5.0767 -1.8224 -2.0901  0.420
H: -3.9091 0.7675 -1.2760  0.278
H: -5.3355 0.7370 -2.2320  0.665
H: -3.8650 0.0778 -2.9064  0.287
H: -2.9427 -2.0980 2.4019  0.545
H: -4.5721 -1.3488 1.6910  0.490
H: -3.0750 -0.6241 1.3810  1.220
C: 1.0646 1.4133 2.7163  -1.454
S: 2.9210 1.1866 2.9273  0.175
O: 3.0594 0.1357 4.0074  -0.607
C: 3.1590 0.2654 1.3895  -0.648
H: 0.5664 1.4868 3.6830  0.651
H: 0.6054 0.5227 2.2872  0.093
H: 0.9059 2.2982 2.0999  0.374
H: 2.5369 -0.6183 1.5317  0.099
H: 4.2057 0.0148 1.2173  0.885
H: 2.7489 0.8119 0.5403  0.014
C: 4.7179 -0.7209 -0.9188  0.142
S: 5.5269 -1.6737 0.4515  0.307
O: 4.4676 -2.7788 0.9134  -0.580
C: 6.7905 -2.3058 -0.7088  -1.003
H: 4.0832 -1.3778 -1.5135  0.090
H: 5.3742 -0.0278 -1.4451  0.814
H: 3.9570 -0.0958 -0.4516  -0.595
H: 6.2244 -2.8734 -1.4474  0.330
H: 7.5129 -3.0523 -0.3789  0.374
H: 7.3386 -1.5504 -1.2719  0.373
C: 1.0753 -1.6473 2.0719  -1.500
S: -0.1281 -1.3622 3.4596  0.465
O: -1.4898 -1.7873 2.8994  -0.630
C: 0.6698 -2.7130 4.4948  -1.104
H: 1.0771 -2.6868 1.7442  1.297
H: 2.0013 -1.3652 2.5728  0.591
H: 0.9875 -0.9705 1.2220  -0.990
H: 1.6195 -2.3369 4.8752  0.399
H: 0.8371 -3.6479 3.9600  0.352
H: -0.0053 -2.9018 5.3295  0.437

Values from the calculation:
multiplicity = 1
energy above the lowest of the compared OMol25 structures with the same formula, charge and spin = 1890.5 kJ/mol

No. 3
The following is a quantum chemistry calculation of a cluster of 22 separate species, C13H59BrFN3O26S in total at a distorted geometry, from the Open Molecules 2025 dataset.

Each line ends with the Mulliken charge.
CARTESIAN COORDINATES (ANGSTROEM)
C: 0.5785 1.5080 2.1060  -1.189
C: 0.9611 0.6125 0.9450  -0.156
F: 2.3159 0.3197 1.1354  -0.423
C: 0.7637 1.1830 -0.5048  1.055
C: 1.0692 2.6839 -0.5914  0.064
C: -0.0533 3.6591 -0.1665  0.247
C: 0.4969 4.9255 0.4571  -0.137
N: 0.2723 5.1373 1.8181  -0.212
O: 1.1146 5.7385 -0.1932  -0.719
C: 1.7841 0.4959 -1.4582  -1.180
C: 1.5631 -0.9851 -1.6585  -0.131
O: 0.9289 -1.4326 -2.5384  -0.432
Br: 2.4045 -2.1979 -0.4248  -0.124
O: -0.4995 0.8070 -1.1026  0.326
C: -1.6795 0.8843 -0.3979  0.073
O: -1.8158 0.2991 0.6331  -0.531
C: -2.7879 1.6074 -1.1015  -0.167
C: -4.0955 1.4536 -0.3298  -0.831
S: -5.0500 -0.0415 -0.7523  -0.215
C: -4.2868 -1.2247 0.2828  0.276
N: -4.5823 -1.5074 1.5216  -0.256
N: -3.6655 -2.4760 1.9339  -0.429
C: -2.9048 -2.7050 0.8967  0.144
O: -3.2502 -1.9717 -0.1807  -0.162
H: 1.2551 2.3657 2.1277  0.215
H: -0.4397 1.8605 2.0610  -0.437
H: 0.7638 0.9699 3.0354  0.683
H: 0.4005 -0.3203 0.9912  0.918
H: 1.3528 2.9335 -1.6134  0.871
H: 1.9444 2.8215 0.0433  -0.735
H: -0.5760 3.9868 -1.0675  -0.142
H: -0.7784 3.2140 0.5049  0.513
H: -0.3212 4.4121 2.2167  0.214
H: -0.1889 6.0323 1.9497  0.268
H: 2.8030 0.7401 -1.1701  0.482
H: 1.6008 0.9190 -2.4479  0.680
H: -2.5327 2.6385 -1.3344  0.105
H: -2.8955 1.1117 -2.0727  0.416
H: -3.9476 1.4981 0.7457  0.148
H: -4.7745 2.2657 -0.5948  0.555
H: -2.0626 -3.3734 0.8190  0.457
O: -1.5573 3.1623 3.7727  -0.569
H: -1.8932 2.2580 3.7244  0.264
H: -2.2997 3.6407 4.1550  0.248
O: 3.5843 4.8268 -1.5572  -0.584
H: 2.7819 5.0683 -1.0693  0.277
H: 3.5119 5.2942 -2.3938  0.280
O: 5.2335 0.9431 0.7221  -0.572
H: 5.4212 1.8246 1.0620  0.362
H: 4.2884 0.8348 0.8781  0.280
O: 2.5644 -3.5423 -4.5379  -0.611
H: 1.9016 -3.2432 -3.9047  0.260
H: 2.1618 -3.4027 -5.4031  0.350
O: -7.2307 -3.4680 2.7143  -0.639
H: -6.4197 -3.0963 2.3508  0.355
H: -7.9029 -3.2210 2.0719  0.301
O: 3.3793 -4.4117 -7.1838  -0.654
H: 3.8312 -3.9486 -6.4696  0.315
H: 3.4918 -5.3406 -6.9497  0.337
O: 0.7600 -2.5814 2.6390  -0.560
H: 1.1527 -3.4574 2.5665  0.290
H: 1.4636 -2.0315 2.9994  0.293
O: -8.9523 -4.1999 0.0912  -0.650
H: -9.0056 -5.1523 0.2207  0.325
H: -9.6700 -3.8486 0.6284  0.326
O: 3.5418 3.5901 1.3152  -0.556
H: 3.6259 3.8461 0.3897  0.237
H: 3.6103 4.4173 1.8034  0.278
O: -4.1763 1.9006 3.6258  -0.514
H: -4.4884 0.9877 3.5815  0.275
H: -4.9128 2.3803 4.0170  0.239
O: 6.6306 3.3684 -1.1393  -0.648
H: 6.3787 2.4924 -1.4540  0.334
H: 5.8088 3.7888 -0.8645  0.271
O: -4.4913 -5.7225 1.5628  -0.631
H: -4.9706 -5.8429 0.7373  0.310
H: -4.4613 -4.7671 1.6895  0.325
O: 5.7462 -6.5537 -7.1682  -0.644
H: 6.2061 -5.7245 -7.3281  0.299
H: 5.5949 -6.9134 -8.0534  0.347
O: -1.9486 3.7666 -3.3843  -0.544
H: -1.5124 4.6073 -3.5572  0.268
H: -2.0798 3.3764 -4.2550  0.284
O: -3.4855 -0.0924 5.7791  -0.622
H: -3.1809 -0.9668 5.5139  0.309
H: -2.6821 0.3799 6.0348  0.340
O: 7.8695 0.6357 -1.2400  -0.586
H: 7.8584 0.7004 -0.2801  0.305
H: 8.7701 0.3845 -1.4631  0.286
O: -1.7280 1.0038 7.8502  -0.628
H: -1.3024 1.4989 8.5557  0.295
H: -2.4265 0.4916 8.2716  0.315
O: 7.0242 -7.4955 -9.5455  -0.645
H: 7.3834 -8.3845 -9.6275  0.318
H: 7.7478 -6.9800 -9.1753  0.325
O: -2.1492 -7.6198 2.5039  -0.642
H: -2.9897 -7.2337 2.2238  0.333
H: -2.1940 -7.6168 3.4642  0.310
O: 1.3867 5.3714 4.8733  -0.651
H: 1.0374 5.2627 3.9807  0.371
H: 2.1795 5.9038 4.7600  0.289
O: -1.8297 -0.4712 -3.5164  -0.660
H: -1.4327 -0.1028 -2.7178  0.281
H: -1.7395 -1.4232 -3.4134  0.304

Values from the calculation:
multiplicity = 1

No. 4
The following is a quantum chemistry calculation of a structure of composition C19H28HfN6OS4Se at a distorted geometry, from the Open Molecules 2025 dataset.

Each line ends with the natural charge from an NBO analysis.
CARTESIAN COORDINATES (ANGSTROEM)
Hf: 0.5602 -0.6977 -0.0776  1.898
C: -1.8923 -0.4289 2.2365  -0.421
C: -1.6476 0.9750 1.6891  -0.227
N: -0.4461 1.1308 0.7948  -0.834
C: 0.5635 2.0755 1.3632  -0.225
C: 1.5051 1.3052 2.2592  -0.235
N: 2.1458 0.2631 1.4200  -0.721
C: 2.9323 -0.7311 2.2079  -0.230
C: 2.0809 -1.9316 2.6238  -0.418
C: 2.1465 -3.1013 1.6496  -0.226
N: 1.4075 -2.8737 0.3576  -0.736
C: 0.3194 -3.8747 0.1708  -0.235
C: -0.8957 -3.4247 0.9432  -0.235
N: -1.2644 -2.0762 0.4446  -0.754
C: -2.3837 -1.4347 1.2002  -0.230
H: -0.9901 -0.8153 2.7287  0.203
H: -2.6419 -0.3407 3.0235  0.268
H: -2.5177 1.3011 1.1176  0.231
H: -1.5363 1.6664 2.5234  0.228
H: -0.8249 1.5587 -0.0834  0.474
H: 1.1216 2.5323 0.5420  0.227
H: 0.0739 2.8761 1.9167  0.242
H: 2.2512 1.9610 2.7097  0.240
H: 0.9577 0.8178 3.0698  0.213
H: 2.8017 0.7510 0.8105  0.419
H: 3.7637 -1.0551 1.5825  0.236
H: 3.3559 -0.2346 3.0810  0.230
H: 2.4031 -2.2871 3.6025  0.270
H: 1.0358 -1.6142 2.7569  0.196
H: 3.1888 -3.3065 1.4064  0.234
H: 1.7465 -3.9971 2.1231  0.225
H: 2.0772 -3.0151 -0.3969  0.436
H: 0.0917 -3.9395 -0.8959  0.236
H: 0.6442 -4.8618 0.5011  0.239
H: -1.7201 -4.1232 0.7921  0.240
H: -0.6960 -3.3708 2.0155  0.214
H: -1.5897 -2.2047 -0.5151  0.439
H: -3.0248 -0.9332 0.4727  0.226
H: -2.9798 -2.2148 1.6727  0.234
O: 2.0717 -4.8076 -4.7403  -0.473
C: 1.8330 -3.8482 -4.0892  0.223
S: 0.1798 -3.1823 -3.8662  0.379
C: 0.6564 -1.8792 -2.8174  -0.409
C: 1.9714 -1.7611 -2.5124  -0.436
S: 2.6020 -0.5170 -1.4642  -0.153
S: 3.0801 -2.9280 -3.1824  0.376
S: -0.5820 -0.7292 -2.2969  -0.191
Se: -3.1942 1.5906 -1.9560  0.947
N: -1.6800 2.3288 -1.3388  -0.773
C: -1.6356 3.5545 -1.8263  0.236
C: -0.5806 4.5000 -1.5998  -0.277
C: -0.6779 5.7226 -2.1651  -0.126
C: -1.8068 6.1101 -2.9760  -0.190
C: -2.8169 5.2564 -3.2351  -0.179
C: -2.7616 3.9372 -2.6680  0.080
N: -3.6886 3.0205 -2.8498  -0.540
H: 0.2817 4.2236 -1.0062  0.207
H: 0.1201 6.4392 -2.0193  0.234
H: -1.8319 7.1121 -3.3823  0.243
H: -3.6634 5.5312 -3.8483  0.252

Values from the calculation:
multiplicity = 1
net charge = +2
energy above the lowest of the compared OMol25 structures with the same formula, charge and spin = 3.6 kJ/mol

No. 5
The following is a quantum chemistry calculation of a cluster of 2 separate species, C2H9N3O in total at a distorted geometry, from the Open Molecules 2025 dataset.

Each line ends with the natural charge from an NBO analysis.
CARTESIAN COORDINATES (ANGSTROEM)
H: -0.7078 -2.6342 0.0600  0.353
N: -0.3049 -1.7313 -0.1588  -0.802
C: 0.0447 -1.6674 -1.3890  0.299
N: 0.7486 -0.6540 -1.9089  -0.787
H: -0.4366 -2.2981 -2.1439  0.151
H: 1.2084 0.0376 -1.3422  0.410
H: 0.9161 -0.6244 -2.8964  0.393
N: 0.7313 1.1217 2.0017  -0.861
C: -0.4375 1.6415 1.3156  0.085
O: -0.8410 1.1358 0.0734  -0.745
H: 0.8918 0.1437 1.8128  0.371
H: 1.5602 1.6517 1.7739  0.353
H: -0.3184 2.6962 1.2143  0.158
H: -1.2549 1.5881 2.0498  0.132
H: -0.9407 0.1766 0.1888  0.490

Values from the calculation:
multiplicity = 1
SMILES string = [H]/N=C/N.NCO
energy above the lowest of the compared OMol25 structures with the same formula, charge and spin = 105.8 kJ/mol

Number 1: E_tot -125881.89376 eV. Number 2: E_tot -126010.28628 eV. Number 3: E_tot -155739.62336 eV. Number 4: E_tot -141128.62017 eV. Number 5: E_tot -8737.34269 eV.